#one
9
Properties=species:S:1:pos:R:3 method="wB97M-V/def2-TZVPD" orbital_gap_ev=8.75 charge=-1 spin_multiplicity=1
C -3.47 1.21 -1.78
N 0.28 -1.04 0.36
O -1.71 0.41 -0.91
O -3.92 1.92 -1.02
Si -0.23 0.51 -0.45
H 1.24 -1.14 0.39
H 0.08 -1.78 -0.35
H 0.76 0.66 -1.38
H 0.03 1.49 0.55

***

#two
9
Properties=species:S:1:pos:R:3 method="wB97M-V/def2-TZVPD" orbital_gap_ev=8.53 charge=-1 spin_multiplicity=1
C -3.21 1.20 1.04
N 0.69 0.44 0.43
O -3.75 0.17 1.16
O -1.92 1.10 -0.29
Si -0.75 0.06 -0.57
H 0.70 -0.10 1.30
H 0.30 1.34 0.78
H -1.15 -1.42 -0.24
H -0.16 -0.12 -1.87

***

#three
9
Properties=species:S:1:pos:R:3 method="wB97M-V/def2-TZVPD" orbital_gap_ev=8.15 charge=-1 spin_multiplicity=1
C -2.04 0.08 0.03
N -0.12 -0.45 -0.42
O -2.59 -0.96 0.18
O -2.09 1.26 0.01
Si 1.34 0.21 0.04
H -0.20 -1.46 -0.37
H 1.35 1.10 1.23
H 1.95 1.03 -1.05
H 2.40 -0.81 0.35

***

#four
9
Properties=species:S:1:pos:R:3 method="wB97M-V/def2-TZVPD" orbital_gap_ev=8.21 charge=-1 spin_multiplicity=1
C -1.38 0.55 0.12
N 0.57 -2.05 -0.44
O -2.34 0.68 -0.63
O -0.71 1.41 0.74
Si -0.43 -1.12 0.44
H 0.54 -1.99 -1.45
H 2.34 1.81 -0.34
H 1.60 2.05 -0.32
H -0.17 -1.34 1.87

***

Tell me which of them is the most stable. Sure, it is #two.

***

#one
24
Properties=species:S:1:pos:R:3 method="wB97M-V/def2-TZVPD" orbital_gap_ev=7.82 charge=+1 spin_multiplicity=1
C 1.79 0.45 -0.24
C -0.34 1.38 0.65
C 1.06 1.53 0.57
C -0.81 -1.54 -0.78
C 3.25 0.70 -0.60
C -3.56 0.57 -0.53
C 0.28 -1.80 1.37
N 1.37 -0.75 -0.41
N -1.39 1.03 0.23
N -2.40 0.35 0.22
N 0.19 -1.31 0.06
H 1.54 1.84 1.49
H 1.26 2.45 -0.01
H -1.73 -2.14 -0.51
H -0.66 -1.14 -1.72
H 3.21 1.00 -1.76
H 3.61 -0.26 -0.70
H 3.90 1.39 -0.09
H -3.27 1.30 -1.33
H -4.01 -0.48 -0.90
H -4.36 1.03 0.23
H 0.24 -0.85 1.99
H -0.53 -2.48 1.41
H 1.35 -2.28 1.36

***

#two
24
Properties=species:S:1:pos:R:3 method="wB97M-V/def2-TZVPD" orbital_gap_ev=8.29 charge=+1 spin_multiplicity=1 smiles="C=[N+](C)/N=C1/CC(C)=NN1C"
C -2.27 0.43 1.19
N -2.19 -0.38 0.21
C -3.34 -0.92 -0.57
N -1.07 -1.01 -0.23
C 0.16 -0.52 -0.09
C 1.43 -1.12 -0.51
C 2.44 -0.11 -0.08
C 3.89 -0.43 -0.07
N 1.88 0.98 0.38
N 0.49 0.78 0.22
C -0.28 2.00 0.02
H -1.37 0.72 1.81
H -3.29 0.83 1.51
H -3.98 -1.33 0.17
H -3.83 -0.09 -1.15
H -3.01 -1.57 -1.36
H 1.45 -1.22 -1.56
H 1.58 -2.08 -0.03
H 4.44 0.36 0.38
H 4.34 -0.95 -0.86
H 3.85 -1.25 0.68
H -1.18 1.70 -0.56
H -0.46 2.48 0.98
H 0.30 2.71 -0.46

***

#three
24
Properties=species:S:1:pos:R:3 method="wB97M-V/def2-TZVPD" orbital_gap_ev=8.73 charge=+1 spin_multiplicity=1
C -4.44 -0.39 0.21
C -2.38 0.30 0.40
C 2.11 0.29 0.37
C 0.82 -0.55 0.52
C 0.81 0.88 0.62
C 2.80 0.55 -0.91
C 0.68 -1.50 1.65
N -3.56 0.11 1.06
N -2.50 -0.21 -0.77
N -3.82 -0.55 -0.93
N 0.00 1.85 0.78
H -5.51 -0.60 0.27
H 2.68 0.25 1.21
H 0.19 -0.81 -0.32
H 3.70 1.22 -0.95
H 2.14 1.10 -1.54
H 2.96 -0.33 -1.49
H -0.34 -1.58 1.94
H 1.21 -1.16 2.51
H 1.22 -2.33 1.35
H -4.23 -0.92 -1.73
H 0.53 2.71 0.60
H -1.49 0.58 0.88
H -3.83 0.45 1.99

***

Tell me which of them is the most stable. Sure, it is #three.

***

#one
7
Properties=species:S:1:pos:R:3 method="wB97M-V/def2-TZVPD" orbital_gap_ev=8.77 spin_multiplicity=1
C -0.20 -0.25 0.21
C -2.00 -0.19 0.31
C 1.15 0.24 0.06
F -2.42 0.79 -0.45
F 2.13 -0.58 -0.40
F 1.59 1.43 0.06
H -0.25 -1.43 0.21

***

#two
7
Properties=species:S:1:pos:R:3 method="wB97M-V/def2-TZVPD" orbital_gap_ev="8.72 / 7.87" spin_multiplicity=1
C -2.13 -1.08 0.50
C 0.05 0.22 0.03
C 1.37 0.13 0.24
F -2.65 -0.70 -0.58
F -0.56 1.11 -0.81
F 2.23 1.00 -0.35
H 1.69 -0.68 0.98

***

Tell me which of them is the most stable. Sure, it is #one.

***

#one
13
Properties=species:S:1:pos:R:3 method="wB97M-V/def2-TZVPD" orbital_gap_ev=9.14 spin_multiplicity=1
H -1.69 0.49 1.39
N -0.82 0.57 0.78
C -0.75 -0.01 -0.31
C -1.86 -0.88 -0.79
H 0.27 0.01 -0.75
H -2.78 -0.92 -0.22
H -1.61 -2.01 -0.77
H -2.10 -0.53 -1.74
O 1.66 1.33 1.36
S 2.67 0.07 1.06
O 2.78 0.15 -0.57
H 0.77 1.08 1.51
H 3.46 0.65 -0.96

***

#two
13
Properties=species:S:1:pos:R:3 method="wB97M-V/def2-TZVPD" orbital_gap_ev="7.69 / 7.69" spin_multiplicity=1
C 1.33 1.48 -0.19
C -0.76 -2.16 -0.25
N -1.58 0.01 -0.64
O 1.25 0.36 -0.63
O -1.32 -1.00 0.27
S -1.80 1.44 -0.05
H -0.09 1.91 0.60
H 1.33 2.21 -1.07
H 1.78 1.88 0.78
H -0.76 -2.10 -1.37
H -1.37 -2.96 -0.06
H 0.24 -2.25 0.14
H -2.10 1.26 1.20

***

Tell me which of them is the most stable. Sure, it is #one.

***

#one
17
Properties=species:S:1:pos:R:3 method="wB97M-V/def2-TZVPD" orbital_gap_ev=10.38 charge=+1 spin_multiplicity=1 smiles="CCC1(C(N)=[NH2+])N=N1"
C 0.80 -1.77 -1.08
C 1.32 -0.64 -0.13
C 0.22 -0.22 0.86
C -0.70 1.16 0.32
N -0.49 1.60 -0.90
N -1.71 1.39 1.13
N -0.47 -1.18 1.72
N 0.27 -0.42 2.29
H -0.17 -1.48 -1.50
H 0.70 -2.76 -0.66
H 1.38 -1.61 -1.92
H 1.67 0.31 -0.50
H 2.15 -1.12 0.23
H 0.35 1.52 -1.44
H -1.08 2.23 -1.43
H -1.66 1.13 2.10
H -2.57 1.86 0.91

***

#two
17
Properties=species:S:1:pos:R:3 method="wB97M-V/def2-TZVPD" orbital_gap_ev="8.35 / 8.34" charge=+1 spin_multiplicity=1
C -2.47 -0.75 -1.21
C -1.28 -1.44 -3.18
C 1.63 -0.40 0.45
C 0.56 0.65 0.14
N -2.03 -1.25 -2.35
N -1.56 -0.10 -0.47
N -0.38 0.06 -0.83
N -0.28 1.07 1.27
H -3.36 -0.88 -0.65
H -0.63 -2.02 -3.77
H 1.37 -1.15 1.06
H 2.36 0.03 1.02
H 2.04 -0.84 -0.35
H 0.86 1.48 -0.38
H -0.04 1.93 1.67
H -1.79 0.45 0.44
H -0.47 0.38 1.99

***

Tell me which of them is the most stable. Sure, it is #one.

***

#one
11
Properties=species:S:1:pos:R:3 method="wB97M-V/def2-TZVPD" orbital_gap_ev=9.59 spin_multiplicity=1
C -2.05 0.83 0.33
C 1.30 -0.44 -0.14
C 0.02 -0.06 0.65
N -3.09 0.99 0.82
N 1.42 -0.26 -1.34
N -0.79 0.85 -0.11
F 2.25 -0.89 0.66
F -0.62 -1.24 0.99
F -0.82 0.37 -1.71
H 0.14 0.54 1.55
H 2.26 -0.68 -1.70

***

#two
11
Properties=species:S:1:pos:R:3 method="wB97M-V/def2-TZVPD" orbital_gap_ev=10.95 spin_multiplicity=1 smiles="[H]/N=C/N=C(/F)N=C(F)F"
H -1.01 -0.15 -2.12
N -0.71 -0.18 -1.15
C -1.35 0.52 -0.31
N -1.05 0.56 1.02
C 0.12 0.32 1.46
F 0.33 0.43 2.76
N 1.23 0.14 0.73
C 1.37 -0.60 -0.28
F 2.20 -0.31 -1.24
F 1.08 -1.89 -0.32
H -2.22 1.14 -0.54

***

Tell me which of them is the most stable. Sure, it is #two.

***

#one
20
Properties=species:S:1:pos:R:3 method="wB97M-V/def2-TZVPD" orbital_gap_ev="8.27 / 7.69" spin_multiplicity=1
C 1.43 1.69 0.56
C 1.00 0.72 -0.60
C -0.15 0.02 0.20
C 2.07 -0.33 -0.88
C -0.06 -1.01 1.33
C -2.75 -0.56 -0.44
P -1.71 1.00 -0.07
H 1.95 1.29 1.39
H 1.29 2.71 0.54
H 0.73 1.31 -1.46
H 1.48 -1.01 -1.48
H 2.36 -0.98 0.08
H 3.03 0.09 -1.29
H 0.11 -1.98 0.82
H -1.02 -0.96 1.86
H 0.73 -0.93 2.01
H -2.72 -1.19 -1.32
H -3.73 -0.14 -0.31
H -2.62 -1.14 0.47
H -1.41 1.42 -1.42

***

#two
20
Properties=species:S:1:pos:R:3 method="wB97M-V/def2-TZVPD" orbital_gap_ev=9.95 spin_multiplicity=1 smiles=C[C@@H]1C[C@@]1(C)CP
C 1.58 -1.40 0.35
C 0.56 -0.77 -0.50
C 1.03 0.44 -1.34
C 0.05 0.58 -0.21
C 0.52 1.25 1.06
C -1.76 0.73 -0.56
P -2.96 -0.45 0.13
H 1.10 -2.04 1.12
H 2.17 -0.71 0.96
H 2.21 -2.05 -0.29
H -0.09 -1.45 -0.97
H 2.08 0.65 -1.27
H 0.58 0.33 -2.34
H 1.62 1.40 1.25
H 0.09 0.59 1.93
H 0.01 2.23 1.18
H -1.90 0.53 -1.59
H -1.99 1.87 -0.40
H -2.82 -0.21 1.59
H -2.08 -1.54 -0.09

***

#three
20
Properties=species:S:1:pos:R:3 method="wB97M-V/def2-TZVPD" orbital_gap_ev=9.61 spin_multiplicity=1 smiles="[H]/P=C/[C@H](C)C(C)C"
H 0.88 -2.32 2.70
P -0.25 -1.65 2.24
C 0.69 -0.70 1.32
C -0.01 0.68 0.59
C -1.37 1.14 1.16
C 0.05 0.39 -0.90
C -0.79 -0.87 -1.27
C 1.49 0.13 -1.46
H 1.67 -0.25 1.54
H 0.71 1.47 0.72
H -1.41 1.01 2.21
H -1.38 2.21 0.95
H -2.24 0.62 0.76
H -0.35 1.30 -1.40
H -0.58 -1.78 -0.67
H -0.67 -1.09 -2.40
H -1.88 -0.54 -1.20
H 2.23 0.96 -1.21
H 1.82 -0.88 -1.22
H 1.36 0.16 -2.46

***

Tell me which of them is the most stable. Sure, it is #three.